# 1
21
Properties=species:S:1:pos:R:3 method="wB97M-V/def2-TZVPD" smiles="C/C=C/CC.O.O" homo_ev=-9.21 e_above_lowest_kj_mol=109.7 max_force_ev_per_a=2.0 mol_weight_g_mol=106.165 e_tot_ev=-9505.863 homo_lumo_gap_ev=9.999
C -0.1058 1.9570 1.5108
C -1.2748 1.3670 0.6428
C -0.8205 0.7363 -0.6433
C 0.4101 0.3203 -0.9588
C 1.0350 0.2678 -2.3303
H -0.4418 2.2180 2.5086
H 0.2788 2.8149 0.9678
H 0.6232 1.1459 1.5517
H -1.8683 2.2462 0.3767
H -1.8887 0.6902 1.2415
H -1.6354 0.6682 -1.3525
H 1.1300 0.0850 -0.1843
H 0.3271 0.2068 -3.1662
H 1.6751 -0.6110 -2.4721
H 1.6088 1.1671 -2.5651
H 0.9070 -2.6947 2.7514
H 0.7793 -3.2801 1.2267
O 1.3352 -2.9459 1.9308
H 0.1056 -2.1333 -0.3934
H -1.3915 -1.7536 -0.2213
O -0.7882 -2.4720 -0.4215

# 2
21
Properties=species:S:1:pos:R:3 method="wB97M-V/def2-TZVPD" smiles="C/C=C/CC.O.O" homo_ev=-8.93 e_above_lowest_kj_mol=138.9 max_force_ev_per_a=2.2 mol_weight_g_mol=106.165 e_tot_ev=-9505.560 homo_lumo_gap_ev=9.753
C -1.6760 -2.1978 -0.3489
C -0.4935 -1.3877 0.2102
C 0.3710 -0.5906 -0.7446
C 1.5266 -0.1256 -0.2381
C 2.3598 0.8389 -1.0126
H -2.5096 -1.5650 -0.6434
H -1.3237 -2.8677 -1.1372
H -1.9891 -2.8691 0.4542
H -0.9120 -0.7370 0.9734
H 0.1610 -2.0677 0.7682
H 0.2738 -0.7513 -1.8145
H 2.0039 -0.6926 0.5572
H 1.9016 1.0824 -1.9740
H 2.5736 1.7884 -0.5222
H 3.3315 0.4077 -1.2940
H -0.5588 1.3111 3.1676
H -0.4003 0.9305 1.7329
O -1.0169 0.8207 2.4719
H -0.7087 1.1919 -0.8318
H -1.3676 2.4609 -0.2428
O -0.5945 2.1507 -0.7223

# 3
21
Properties=species:S:1:pos:R:3 method="wB97M-V/def2-TZVPD" smiles=CCCCCO.O homo_ev=-10.20 e_above_lowest_kj_mol=75.5 max_force_ev_per_a=2.2 mol_weight_g_mol=106.165 e_tot_ev=-9506.217 homo_lumo_gap_ev=10.831
C -0.4227 1.7392 -1.1667
O -0.0685 3.0943 -1.1543
C 0.7738 0.8201 -0.8892
C 1.5215 0.8713 0.4374
C 0.6802 0.7810 1.7303
C -0.2014 -0.4959 1.8462
H -0.9529 1.4266 -2.0749
H -1.1354 1.5945 -0.3482
H 0.5478 3.4035 -1.8287
H 1.4930 0.8376 -1.7095
H 0.3108 -0.1812 -0.8740
H 2.1681 1.7534 0.5385
H 2.2633 0.0655 0.4302
H 0.0538 1.6695 1.8451
H 1.3534 0.7255 2.5742
H -0.9995 -0.1441 2.5012
H -0.7316 -0.7075 0.9112
H 0.5118 -1.2911 2.0535
H -2.8872 -5.7821 -1.3310
H -2.1856 -4.6147 -1.6935
O -2.0928 -5.5654 -1.7976

# 4
21
Properties=species:S:1:pos:R:3 method="wB97M-V/def2-TZVPD" homo_ev="-14.28 / -14.28" e_above_lowest_kj_mol=179.1 max_force_ev_per_a=6.0 mol_weight_g_mol=106.165 e_tot_ev=-9496.361 multiplicity=2 homo_lumo_gap_ev="9.690 / 5.880" total_charge=+1
C -1.6232 -0.6038 0.3073
C -0.9092 0.7033 0.1432
C -0.9532 1.3770 -1.0377
C -0.5550 2.8444 -1.2959
C -0.4661 1.3480 1.3116
H -1.3067 -1.1155 1.1889
H -1.2723 -1.3681 -0.3673
H -2.7146 -0.3201 0.2538
H -1.3233 0.7739 -1.8803
H 0.2873 3.0008 -1.9536
H -1.3753 3.2714 -1.8680
H -0.3853 3.4514 -0.3841
H -0.3756 0.5132 2.1987
H -1.0677 2.2568 1.5919
H 0.6234 1.5728 1.3363
H 1.6417 -4.0793 0.4189
H 1.0189 -3.5876 -0.8784
O 1.0826 -4.4110 -0.3119
H 2.7135 -1.8805 -0.2422
H 3.4534 -1.9139 1.1738
O 3.5068 -1.8331 0.2951

# 5
22
Properties=species:S:1:pos:R:3 method="wB97M-V/def2-TZVPD" smiles="CC/C=C/CO.O.O" homo_ev=-9.41 e_above_lowest_kj_mol=75.5 max_force_ev_per_a=1.4 mol_weight_g_mol=122.164 e_tot_ev=-11553.342 homo_lumo_gap_ev=9.874
C -2.4383 -2.4538 1.9997
C -1.9414 -1.1951 1.2619
C 1.2597 0.9124 1.9910
O 0.9943 2.2713 2.3941
C 0.0735 0.2754 1.3664
C -0.7379 -0.5986 1.9462
H -3.5032 -2.6496 1.8422
H -2.2916 -2.3369 3.0745
H -1.8786 -3.3487 1.7075
H -2.8008 -0.5549 1.1687
H -1.6184 -1.4585 0.2528
H 2.1203 0.9341 1.3181
H 1.5670 0.4372 2.8973
H 0.6237 2.7855 1.6725
H -0.0400 0.4056 0.2891
H -0.6728 -0.7931 3.0158
H 3.3038 1.2827 -5.9210
H 1.8021 1.4791 -5.8025
O 2.5862 1.3198 -5.2667
H 0.5716 -0.4292 -3.0725
H -0.4237 -0.5452 -4.1952
O -0.3493 -0.6590 -3.2422

# 6
22
Properties=species:S:1:pos:R:3 method="wB97M-V/def2-TZVPD" smiles="C=CCCCO.O.O" homo_ev=-9.71 e_above_lowest_kj_mol=272.5 max_force_ev_per_a=8.7 mol_weight_g_mol=122.164 e_tot_ev=-11551.299 homo_lumo_gap_ev=10.266
C 1.4517 1.3805 -0.6827
O 0.8265 2.0724 -1.7726
C 1.2888 -0.1222 -1.0244
C 0.8636 -0.9310 0.1405
C 0.1709 -0.3118 1.2791
C 0.3782 -0.4618 2.6071
H 2.4468 1.7955 -0.4374
H 0.6747 1.5086 0.2267
H 1.4042 2.7166 -2.3104
H 2.2083 -0.4927 -1.5316
H 0.5728 -0.1244 -1.8086
H 0.1789 -1.8225 -0.2253
H 1.7579 -1.2582 0.7344
H -0.5293 0.3417 0.8485
H -0.4015 -0.0905 3.2623
H 1.2148 -0.8867 3.1590
H -1.1424 1.4211 -2.5289
H -1.4573 0.9336 -3.8267
O -1.8740 1.0320 -3.0909
H -1.8791 -1.7745 3.0966
H -2.0040 -3.3022 2.5662
O -2.4480 -2.6404 2.9706

# 7
23
Properties=species:S:1:pos:R:3 method="wB97M-V/def2-TZVPD" smiles=CC(O)(O)O.CCOC homo_ev=-9.54 e_above_lowest_kj_mol=202.1 max_force_ev_per_a=4.3 mol_weight_g_mol=138.163 e_tot_ev=-13600.757 homo_lumo_gap_ev=10.406
C 0.2937 0.5759 -1.9651
C 0.8686 0.4207 2.5809
O 0.0021 0.2878 1.4692
O -0.3387 -0.6314 -1.7968
O 0.9650 0.6505 -3.1486
O 1.0892 0.9037 -0.9272
H 0.6470 0.6654 -0.0743
H -1.1473 -0.2998 -2.3645
H 1.9023 0.8003 -2.9660
H 0.3226 0.2620 3.5167
H 1.2503 1.4398 2.5551
H 1.7102 -0.2756 2.5295
C -0.7432 -0.9296 1.4220
C -1.0953 1.6800 -2.0714
C 0.1108 -2.1665 1.1825
H -1.3200 -1.0269 2.3513
H -1.4436 -0.7892 0.5982
H -0.5392 -3.0264 1.0281
H 0.7555 -2.3815 2.0338
H 0.7315 -2.0232 0.3006
H -0.6422 2.6336 -2.3329
H -1.5402 1.7711 -1.0815
H -1.8390 1.4593 -2.8397

# 8
21
Properties=species:S:1:pos:R:3 method="wB97M-V/def2-TZVPD" smiles=CCCCSC.O homo_ev=-8.34 e_above_lowest_kj_mol=22.6 max_force_ev_per_a=1.0 mol_weight_g_mol=122.233 e_tot_ev=-18294.518 homo_lumo_gap_ev=9.155
C -1.4501 0.4320 1.5920
C -1.0151 1.2959 0.3850
C -0.2497 0.4808 -0.6337
C 1.1271 0.0121 -0.1132
S 2.1923 1.4328 0.2471
C 3.8406 0.8463 -0.2531
H -1.4248 -0.6323 1.3298
H -0.8185 0.5140 2.4768
H -2.4797 0.6262 1.8775
H -0.4308 2.1241 0.7747
H -1.8933 1.7706 -0.0319
H -0.0493 0.9842 -1.5777
H -0.8571 -0.3904 -0.8702
H 0.9783 -0.6303 0.7459
H 1.6163 -0.5524 -0.8951
H 4.2402 1.5123 -1.0096
H 3.8081 -0.1340 -0.7060
H 4.4809 0.8848 0.6231
H -4.2103 -4.1326 -0.9304
H -3.5311 -3.2011 -1.9697
O -3.8738 -3.2431 -1.0614

# 9
21
Properties=species:S:1:pos:R:3 method="wB97M-V/def2-TZVPD" smiles=CCCCSC.O homo_ev=-8.45 e_above_lowest_kj_mol=34.5 max_force_ev_per_a=1.6 mol_weight_g_mol=122.233 e_tot_ev=-18294.394 homo_lumo_gap_ev=9.079
C -0.3108 0.1956 -1.7454
C 0.4521 -1.0399 -1.3166
C 1.6889 -0.9168 -0.4343
C 1.4347 -0.0452 0.8431
S -0.0558 -0.4477 1.7114
C 0.4330 -2.0580 2.4365
H 0.2745 0.6645 -2.5507
H -0.5250 0.9160 -0.9540
H -1.2857 -0.0963 -2.1404
H -0.2851 -1.6028 -0.7212
H 0.6665 -1.6775 -2.1833
H 1.9831 -1.8799 0.0136
H 2.6160 -0.5853 -0.9119
H 1.3560 0.9954 0.5194
H 2.2667 -0.2283 1.5278
H 0.0771 -2.8810 1.8256
H 1.5233 -2.0331 2.4649
H 0.1346 -2.0333 3.4838
H -4.8288 5.1211 -0.2203
H -3.3994 4.6169 -0.6787
O -4.2158 5.0157 -0.9692

# 10
21
Properties=species:S:1:pos:R:3 method="wB97M-V/def2-TZVPD" homo_ev="-13.74 / -13.74" e_above_lowest_kj_mol=170.5 max_force_ev_per_a=5.2 mol_weight_g_mol=122.233 e_tot_ev=-18284.858 multiplicity=2 homo_lumo_gap_ev="10.012 / 5.355" total_charge=+1
C -0.3902 -0.6238 2.6290
C 1.0318 -0.8056 2.1381
C 1.6429 0.6847 1.6658
C 0.9583 1.3666 0.4262
S 0.2472 0.3613 -0.8855
C 1.8886 -0.1857 -1.6083
H -0.6236 -0.2193 3.7084
H -1.1119 -0.1198 2.0414
H -0.7342 -1.6133 2.7385
H 1.0323 -1.5240 1.3877
H 1.6860 -1.0306 2.9766
H 2.7097 0.6199 1.4328
H 1.3392 1.3474 2.5385
H 0.1696 2.0497 0.7168
H 1.7984 1.9501 -0.0079
H 2.7348 0.2259 -1.1045
H 1.8791 -0.0415 -2.8032
H 2.0377 -1.3002 -1.3963
H -4.9600 -0.3859 -3.6971
H -3.8821 -1.0250 -2.7691
O -4.8524 -0.9163 -2.8875

# 11
22
Properties=species:S:1:pos:R:3 method="wB97M-V/def2-TZVPD" smiles=CCCSSCC.O homo_ev=-8.00 e_above_lowest_kj_mol=41.2 max_force_ev_per_a=1.2 mol_weight_g_mol=154.300 e_tot_ev=-29129.968 homo_lumo_gap_ev=8.621
C 1.9879 -0.5964 -0.6353
C 2.7930 -0.8667 -1.9130
C 1.1526 0.6895 -0.7386
S -0.1859 0.5194 -1.9704
S -1.9112 0.1741 -0.8683
C -1.8469 1.3822 0.4559
C -3.1795 1.3666 1.1976
H 2.7163 -0.3872 0.1496
H 1.3630 -1.4135 -0.3062
H 3.6437 -0.1915 -1.9248
H 2.2146 -0.6678 -2.8080
H 3.1206 -1.9019 -1.9162
H 0.7585 1.0124 0.2216
H 1.7860 1.4944 -1.0694
H -1.1095 0.9671 1.1426
H -1.5974 2.4149 0.2138
H -3.4325 0.3516 1.4844
H -4.0393 1.7653 0.6539
H -3.1526 1.9511 2.1216
H -0.4720 -2.7790 2.9528
H -0.5288 -2.8673 1.4148
O -0.0807 -2.4173 2.1417

What did the second record say?
21
Properties=species:S:1:pos:R:3 method="wB97M-V/def2-TZVPD" smiles="C/C=C/CC.O.O" homo_ev=-8.93 e_above_lowest_kj_mol=138.9 max_force_ev_per_a=2.2 mol_weight_g_mol=106.165 e_tot_ev=-9505.560 homo_lumo_gap_ev=9.753
C -1.6760 -2.1978 -0.3489
C -0.4935 -1.3877 0.2102
C 0.3710 -0.5906 -0.7446
C 1.5266 -0.1256 -0.2381
C 2.3598 0.8389 -1.0126
H -2.5096 -1.5650 -0.6434
H -1.3237 -2.8677 -1.1372
H -1.9891 -2.8691 0.4542
H -0.9120 -0.7370 0.9734
H 0.1610 -2.0677 0.7682
H 0.2738 -0.7513 -1.8145
H 2.0039 -0.6926 0.5572
H 1.9016 1.0824 -1.9740
H 2.5736 1.7884 -0.5222
H 3.3315 0.4077 -1.2940
H -0.5588 1.3111 3.1676
H -0.4003 0.9305 1.7329
O -1.0169 0.8207 2.4719
H -0.7087 1.1919 -0.8318
H -1.3676 2.4609 -0.2428
O -0.5945 2.1507 -0.7223

Please write out number 11 again, unchanged.
22
Properties=species:S:1:pos:R:3 method="wB97M-V/def2-TZVPD" smiles=CCCSSCC.O homo_ev=-8.00 e_above_lowest_kj_mol=41.2 max_force_ev_per_a=1.2 mol_weight_g_mol=154.300 e_tot_ev=-29129.968 homo_lumo_gap_ev=8.621
C 1.9879 -0.5964 -0.6353
C 2.7930 -0.8667 -1.9130
C 1.1526 0.6895 -0.7386
S -0.1859 0.5194 -1.9704
S -1.9112 0.1741 -0.8683
C -1.8469 1.3822 0.4559
C -3.1795 1.3666 1.1976
H 2.7163 -0.3872 0.1496
H 1.3630 -1.4135 -0.3062
H 3.6437 -0.1915 -1.9248
H 2.2146 -0.6678 -2.8080
H 3.1206 -1.9019 -1.9162
H 0.7585 1.0124 0.2216
H 1.7860 1.4944 -1.0694
H -1.1095 0.9671 1.1426
H -1.5974 2.4149 0.2138
H -3.4325 0.3516 1.4844
H -4.0393 1.7653 0.6539
H -3.1526 1.9511 2.1216
H -0.4720 -2.7790 2.9528
H -0.5288 -2.8673 1.4148
O -0.0807 -2.4173 2.1417

Repeat the seventh record exactly.
23
Properties=species:S:1:pos:R:3 method="wB97M-V/def2-TZVPD" smiles=CC(O)(O)O.CCOC homo_ev=-9.54 e_above_lowest_kj_mol=202.1 max_force_ev_per_a=4.3 mol_weight_g_mol=138.163 e_tot_ev=-13600.757 homo_lumo_gap_ev=10.406
C 0.2937 0.5759 -1.9651
C 0.8686 0.4207 2.5809
O 0.0021 0.2878 1.4692
O -0.3387 -0.6314 -1.7968
O 0.9650 0.6505 -3.1486
O 1.0892 0.9037 -0.9272
H 0.6470 0.6654 -0.0743
H -1.1473 -0.2998 -2.3645
H 1.9023 0.8003 -2.9660
H 0.3226 0.2620 3.5167
H 1.2503 1.4398 2.5551
H 1.7102 -0.2756 2.5295
C -0.7432 -0.9296 1.4220
C -1.0953 1.6800 -2.0714
C 0.1108 -2.1665 1.1825
H -1.3200 -1.0269 2.3513
H -1.4436 -0.7892 0.5982
H -0.5392 -3.0264 1.0281
H 0.7555 -2.3815 2.0338
H 0.7315 -2.0232 0.3006
H -0.6422 2.6336 -2.3329
H -1.5402 1.7711 -1.0815
H -1.8390 1.4593 -2.8397